Below is 35 unconnected molecules or ions with the total composition C16H102O35 at a distorted geometry, with properties calculated with the ωB97M-V functional and the def2-TZVPD basis.

- total energy (a.u.) = -3304.0698
- gap between HOMO and LUMO (eV) = 8.56

```
! wB97M-V def2-TZVPD RIJCOSX def2/J DEFGRID3
* xyz 0 1
O -4.273 1.043 -3.850
H -3.451 1.525 -3.941
H -4.946 1.722 -3.804
O 3.199 -2.141 -2.376
H 3.948 -2.733 -2.320
H 3.456 -1.489 -3.028
O -1.664 5.444 -3.025
H -2.587 5.683 -2.931
H -1.597 4.580 -2.619
O 2.687 0.463 -3.674
H 3.336 1.005 -4.123
H 2.723 0.751 -2.762
O 0.276 6.089 2.278
H 0.403 5.735 1.398
H 0.937 5.647 2.811
O -6.061 1.637 0.789
H -6.067 0.775 1.204
H -6.174 1.455 -0.144
O -3.742 -0.378 3.737
H -3.493 -0.636 4.624
H -3.614 0.571 3.718
O -0.860 -3.914 1.008
H -0.430 -4.759 0.876
H -1.769 -4.064 0.747
O -1.273 -2.425 -1.440
H -1.002 -2.773 -0.590
H -0.533 -2.607 -2.020
O -3.941 -4.612 -1.392
H -3.833 -4.007 -0.659
H -3.349 -4.280 -2.067
O -3.412 -2.184 0.577
H -4.217 -1.670 0.649
H -3.225 -2.207 -0.361
O -2.808 -2.697 -3.759
H -3.238 -1.971 -3.307
H -1.918 -2.705 -3.407
O 2.645 -4.942 -2.509
H 2.485 -4.027 -2.738
H 3.593 -4.997 -2.387
O 0.798 -2.709 -3.376
H 1.481 -2.339 -2.816
H 0.747 -2.108 -4.120
O -3.288 -4.205 2.253
H -3.019 -3.514 1.648
H -4.237 -4.102 2.329
O -3.242 4.865 -0.018
H -3.809 5.470 -0.497
H -2.793 5.415 0.624
O -1.375 2.923 -1.848
H -0.559 2.439 -1.978
H -1.968 2.289 -1.445
O 5.997 3.273 -0.958
H 5.301 3.730 -1.430
H 6.473 3.967 -0.502
O 1.102 -1.084 -5.551
H 1.745 -0.548 -5.086
H 0.439 -0.460 -5.848
O -6.034 -0.869 1.782
H -6.292 -1.759 2.022
H -5.377 -0.626 2.435
O -2.257 2.545 -4.930
H -1.926 3.398 -5.209
H -1.471 2.028 -4.754
O -3.432 2.901 1.898
H -4.295 2.567 1.654
H -3.020 3.131 1.065
O 0.941 4.321 -0.058
H 1.586 3.866 -0.600
H 0.164 4.387 -0.614
O 5.890 0.872 -2.185
H 6.103 1.613 -1.618
H 5.463 1.266 -2.946
O 0.961 4.836 5.049
H 0.491 5.592 5.399
H 0.336 4.418 4.456
O -4.367 -1.213 -2.168
H -4.344 -0.306 -2.474
H -5.292 -1.385 -1.996
O -3.271 -0.996 -6.230
H -3.695 -0.583 -5.477
H -3.337 -1.935 -6.057
C 2.354 -3.898 1.648
C 2.386 -5.216 2.511
O 1.082 -5.516 2.905
H 3.354 -3.619 1.316
H 1.853 -3.153 2.266
H 1.708 -4.111 0.797
H 2.990 -5.085 3.408
H 2.764 -6.043 1.909
H 0.700 -4.766 3.367
C -2.434 -7.226 -4.497
C -1.642 -5.921 -4.614
O -1.009 -5.438 -3.401
H -3.077 -7.337 -5.371
H -2.981 -6.997 -3.583
H -1.858 -8.140 -4.352
H -2.501 -5.255 -4.702
H -0.929 -5.844 -5.435
H -0.748 -4.517 -3.483
C 0.950 0.163 -0.536
C -0.441 0.395 0.154
O -1.404 0.311 -0.864
H 1.871 0.170 0.047
H 1.119 1.015 -1.196
H 0.837 -0.692 -1.203
H -0.506 1.374 0.628
H -0.664 -0.376 0.892
H -1.599 -0.608 -1.061
C 2.390 4.533 -4.730
C 1.595 4.256 -3.483
O 2.337 3.819 -2.343
H 2.936 5.474 -4.652
H 1.762 4.627 -5.616
H 3.202 3.806 -4.714
H 0.899 3.448 -3.705
H 0.920 5.074 -3.232
H 3.199 4.220 -2.475
C 4.239 0.348 3.887
C 3.678 0.217 5.365
O 3.810 1.436 6.055
H 4.031 -0.546 3.299
H 5.298 0.606 3.866
H 3.766 1.117 3.276
H 4.195 -0.504 5.997
H 2.613 0.046 5.204
H 4.567 1.385 6.644
C -0.127 -3.276 6.307
C -0.839 -2.831 4.980
O -0.271 -3.259 3.795
H -0.139 -4.342 6.537
H -0.563 -2.932 7.245
H 0.902 -2.925 6.224
H -0.744 -1.749 5.067
H -1.852 -3.234 4.966
H -0.852 -3.328 3.033
C 4.489 4.087 1.770
C 5.924 4.265 2.290
O 6.037 3.455 3.463
H 4.193 3.054 1.586
H 4.357 4.400 0.734
H 3.717 4.604 2.339
H 6.047 5.310 2.576
H 6.766 4.030 1.640
H 5.343 3.740 4.062
C -0.905 0.949 3.798
C -1.084 2.340 4.545
O -0.885 3.329 3.602
H -1.585 0.834 2.954
H -1.056 0.108 4.475
H 0.082 0.767 3.372
H -0.306 2.506 5.290
H -2.061 2.480 5.006
H -1.729 3.310 3.145
*
```

Mulliken atomic charge list, values in e, 6 entries: atom 1 (O): -0.600, atom 2 (H): 0.334, atom 3 (H): 0.286, atom 4 (O): -0.588, atom 5 (H): 0.204, atom 6 (H): 0.278